[1]
154
Properties=species:S:1:pos:R:3:lowdin_charge:R:1 method="wB97M-V/def2-TZVPD" homo_energy_ev=-10.92 total_energy_ev=-352134.78191 max_force_ev_per_a=1.92 orbital_gap_ha=0.29770 e_above_lowest_kcal_mol=0.0 total_charge=+1
C 2.92801 2.93977 2.56716 -0.04
C 1.89079 3.96445 2.05449 -0.20
N 0.80537 3.28900 1.31207 -0.02
C -0.29174 2.95717 2.01909 -0.43
N -0.29530 2.66162 3.31817 -0.05
P -1.81324 2.23838 4.08236 0.55
O -1.15024 2.45638 5.54330 -0.34
Br -1.85061 0.02122 3.86763 0.30
N -1.44017 2.87798 1.28566 0.08
C -1.01296 3.01980 -0.14161 -0.42
C -2.00197 3.72481 -1.07969 -0.14
C -2.20346 3.10991 -2.47642 -0.11
C -3.49655 3.66589 -3.05093 -0.49
N -4.70855 2.96179 -2.78125 0.13
O -3.47879 4.67192 -3.70910 0.12
C -0.48083 1.65317 -0.58485 -0.15
C -1.39563 0.41936 -0.41699 -0.66
C -1.27596 -0.47889 -1.65454 -0.12
Br -3.28126 0.81287 -0.10558 0.80
C 0.21876 3.96407 0.08938 -0.57
Br -0.29041 5.75882 0.75945 0.95
C 1.22768 4.00891 -1.06253 -0.16
C 1.86630 5.35578 -1.43422 -0.23
C 3.14537 5.07295 -2.23092 -0.20
C 4.31510 4.61119 -1.33741 -0.20
C 5.09978 3.48582 -1.99876 -0.23
C 6.17120 2.86415 -1.09578 -0.20
C 7.29771 2.16493 -1.87431 -0.20
C 6.97767 0.70175 -2.21103 -0.19
C 6.12692 0.52117 -3.48884 -0.20
C 5.00601 -0.51379 -3.35142 -0.16
C 4.10182 -0.28850 -2.13532 -0.23
O 4.36207 -1.26996 -1.14789 -0.19
C 3.23600 -1.91033 -0.57253 -0.10
H 2.92931 2.04011 1.95530 0.08
H 2.68276 2.63434 3.58822 0.07
H 3.91543 3.39121 2.62430 0.08
H 1.49686 4.50864 2.91138 0.11
H 2.40369 4.64103 1.37764 0.10
H 0.59029 2.67649 3.80801 0.11
H -1.75624 2.13540 6.22605 0.06
H -2.12609 3.57220 1.57112 0.13
H -1.73214 4.76781 -1.21816 0.08
H -2.97755 3.72773 -0.58155 0.10
H -2.21471 2.02084 -2.48271 0.08
H -1.39181 3.44215 -3.12667 0.12
H -4.48438 1.96531 -2.75929 0.01
H -4.99827 3.16585 -1.82651 0.09
H -0.20336 1.72509 -1.63613 0.11
H 0.44239 1.40523 -0.06322 0.13
H -1.04702 -0.17906 0.42105 0.08
H -0.26533 -0.43419 -2.05905 0.08
H -1.99410 -0.18343 -2.41833 0.04
H -1.53749 -1.50127 -1.38182 0.08
H 0.72648 3.63940 -1.95841 0.12
H 2.01561 3.28944 -0.82815 0.12
H 1.17885 5.88988 -2.08979 0.12
H 2.13952 5.94767 -0.56270 0.08
H 3.44186 5.97426 -2.76768 0.12
H 2.93917 4.30692 -2.98443 0.11
H 3.93501 4.27636 -0.36672 0.09
H 4.97321 5.47005 -1.19484 0.12
H 5.57549 3.83694 -2.91693 0.12
H 4.37037 2.71928 -2.27741 0.09
H 6.59982 3.66517 -0.48651 0.11
H 5.72855 2.12559 -0.42106 0.11
H 8.21217 2.18108 -1.27943 0.11
H 7.47137 2.70992 -2.80510 0.11
H 7.92031 0.17188 -2.36477 0.11
H 6.49445 0.21430 -1.36129 0.10
H 6.79112 0.23540 -4.30690 0.11
H 5.69540 1.47940 -3.78953 0.10
H 4.40876 -0.48911 -4.26673 0.11
H 5.43069 -1.51643 -3.28560 0.12
H 3.04693 -0.29861 -2.42840 0.11
H 4.31869 0.68754 -1.68723 0.09
H 2.40267 -2.00628 -1.27499 0.09
H 3.54553 -2.92428 -0.30959 0.09
H 2.94204 -1.41986 0.35238 0.04
C -6.27565 -2.91502 -2.97961 -0.21
C -5.54185 -3.01159 -4.32589 -0.22
C -5.42191 -1.58436 -4.87970 -0.20
S -5.39466 -0.49790 -3.45234 0.67
O -6.56633 0.33660 -3.45959 -0.30
O -4.07626 0.09170 -3.31524 -0.38
C -5.60464 -1.77614 -2.21831 -0.23
H -6.21961 -3.84895 -2.42204 0.12
H -7.33060 -2.68126 -3.14020 0.12
H -4.55332 -3.43075 -4.17102 0.10
H -6.06317 -3.65498 -5.02787 0.10
H -4.50827 -1.43563 -5.44940 0.11
H -6.28320 -1.30193 -5.48207 0.11
H -6.19670 -1.38095 -1.39599 0.11
H -4.61332 -2.06049 -1.86518 0.10
C 2.34421 -3.65371 5.41133 -0.22
C 3.79124 -3.29406 5.05079 -0.20
C 3.88498 -3.27820 3.51937 -0.21
S 2.24388 -2.85007 2.92260 0.66
O 1.70212 -3.96760 2.19027 -0.32
O 2.27426 -1.52864 2.33312 -0.36
C 1.46426 -2.77582 4.52825 -0.23
H 2.13547 -3.48944 6.46652 0.12
H 2.15635 -4.70463 5.19865 0.09
H 4.03784 -2.30701 5.44797 0.12
H 4.49924 -4.00288 5.47550 0.12
H 4.59145 -2.54085 3.14654 0.10
H 4.12814 -4.25992 3.11796 0.11
H 0.43905 -3.13029 4.44073 0.10
H 1.47883 -1.73552 4.85477 0.10
C -4.40721 -8.73419 -6.86040 -0.22
C -5.82123 -8.21467 -6.56564 -0.21
C -5.73737 -7.35614 -5.29694 -0.22
S -4.06406 -6.69327 -5.25219 0.67
O -3.38009 -7.23041 -4.10407 -0.32
O -4.09815 -5.26626 -5.47592 -0.34
C -3.48172 -7.52962 -6.72277 -0.23
H -4.33701 -9.17610 -7.85247 0.12
H -4.13233 -9.49872 -6.13113 0.12
H -6.16758 -7.60492 -7.40191 0.12
H -6.53237 -9.02865 -6.43819 0.12
H -6.43979 -6.52638 -5.30536 0.10
H -5.87504 -7.94779 -4.39418 0.11
H -2.43399 -7.78854 -6.59120 0.11
H -3.59599 -6.83935 -7.55807 0.11
C -1.68476 9.89841 5.08136 -0.21
C -2.13430 8.49322 4.65561 -0.21
C -1.39046 8.15390 3.35766 -0.25
S 0.15608 9.07355 3.40563 0.65
O 0.14834 10.04363 2.34418 -0.31
O 1.25287 8.14739 3.55851 -0.34
C -0.16299 9.90661 4.95689 -0.23
H -1.99971 10.13355 6.09624 0.12
H -2.11666 10.64573 4.41325 0.12
H -1.86639 7.77626 5.43452 0.11
H -3.21234 8.43598 4.51483 0.11
H -1.15727 7.09524 3.27429 0.05
H -1.94288 8.48422 2.47945 0.11
H 0.27174 10.90232 4.91880 0.11
H 0.30599 9.32109 5.74703 0.11
C -0.52214 -8.73820 3.74338 -0.22
C -1.59250 -8.00661 4.56512 -0.21
C -1.06322 -7.88141 5.99991 -0.22
S 0.73126 -7.85248 5.86844 0.67
O 1.26527 -9.02751 6.50283 -0.31
O 1.22607 -6.54081 6.21773 -0.34
C 0.80256 -8.06794 4.09202 -0.23
H -0.72370 -8.68442 2.67505 0.12
H -0.49144 -9.79176 4.02794 0.12
H -1.75777 -7.01299 4.14377 0.11
H -2.54547 -8.53245 4.54681 0.11
H -1.38917 -6.96795 6.49025 0.10
H -1.32834 -8.74251 6.60970 0.11
H 1.67828 -8.66225 3.84282 0.11
H 0.87996 -7.07759 3.64184 0.10

---

[2]
177
Properties=species:S:1:pos:R:3:lowdin_charge:R:1 method="wB97M-V/def2-TZVPD" homo_energy_ev=-11.59 total_energy_ev=-563359.50633 max_force_ev_per_a=1.53 orbital_gap_ha=0.31074 total_charge=+1
C 3.56260 -0.52104 2.08764 -0.11
C 3.04088 -1.47874 3.17790 -0.23
C 3.74973 -1.17397 4.51413 -0.24
C 3.38645 0.21374 5.03559 -0.20
C 1.88594 0.26151 5.45735 -0.18
C 1.03123 1.26081 4.60850 -0.18
C -0.29968 0.59833 4.20283 -0.20
C -0.92179 1.14360 2.89168 -0.20
C -0.14532 0.75760 1.61212 -0.20
C 0.05307 1.88971 0.59962 -0.19
C 1.17906 2.87676 0.94817 -0.21
C 0.72158 4.32596 0.89788 -0.20
C -0.39514 4.69144 1.91472 -0.17
C -1.80841 4.79539 1.26601 -0.18
C -2.80599 3.68942 1.65813 -0.21
C -3.41136 3.91873 3.06799 -0.17
C -4.94961 4.12142 3.04484 -0.20
C -5.77772 3.01677 3.74601 -0.32
S -6.42773 1.65126 2.74832 1.15
O -5.26423 0.91245 1.92959 -0.41
C -5.02595 -0.41569 2.57837 -0.19
C -4.12112 -1.22760 1.65701 -0.17
N -4.51577 -2.66368 1.72526 -0.04
C -3.33689 -3.53309 1.94391 -0.16
C -2.65174 -3.39729 3.31526 -0.43
C -3.55548 -3.02285 4.46722 -0.03
O -1.53447 -2.51585 3.27363 -0.06
H 3.20988 -0.81962 1.09717 0.06
H 3.20741 0.49738 2.24410 0.04
H 4.65441 -0.54489 2.04541 0.08
H 1.97061 -1.29543 3.31550 0.08
H 3.22582 -2.49653 2.83307 0.10
H 3.47130 -1.95552 5.23233 0.01
H 4.83239 -1.24706 4.36177 0.11
H 3.63779 0.99567 4.31765 0.09
H 3.96594 0.43061 5.93613 0.08
H 1.48067 -0.73852 5.31418 0.09
H 1.83586 0.60386 6.49047 0.10
H 1.62833 1.48772 3.72526 0.07
H 0.87874 2.19814 5.14735 0.11
H -0.99495 0.73859 5.03793 0.11
H -0.16004 -0.47317 4.06960 0.08
H -1.94574 0.74918 2.88681 0.09
H -1.01546 2.22208 3.02568 0.07
H -0.66000 -0.05851 1.10699 0.06
H 0.84706 0.44142 1.93539 0.09
H -0.86463 2.43754 0.37494 0.09
H 0.32489 1.40074 -0.34143 0.06
H 1.97516 2.75260 0.20768 0.03
H 1.62287 2.57980 1.90002 0.10
H 0.43087 4.64579 -0.10484 0.11
H 1.58792 4.93788 1.16573 0.07
H -0.13958 5.69523 2.26613 0.10
H -0.37061 4.05724 2.80166 0.10
H -2.25874 5.73750 1.59803 0.11
H -1.67812 4.89323 0.18779 0.10
H -3.62714 3.72013 0.93064 0.10
H -2.41061 2.67912 1.60294 0.07
H -3.19820 3.03679 3.67779 0.10
H -2.94707 4.79069 3.52550 0.12
H -5.32176 4.24820 2.02810 0.10
H -5.14446 5.03044 3.61610 0.12
H -5.26480 2.53934 4.58099 0.10
H -6.68596 3.49210 4.13195 0.11
H -7.21749 2.22683 1.79241 -0.01
H -5.96909 -0.94418 2.71680 0.09
H -4.58733 -0.19793 3.55360 0.11
H -4.24422 -0.81250 0.65025 0.13
H -3.06463 -1.12416 1.89479 0.10
H -4.81846 -2.88449 0.78072 0.08
H -3.69977 -4.56322 1.87558 0.13
H -2.60934 -3.42123 1.13350 0.12
H -2.25524 -4.38938 3.56761 0.12
H -4.51578 -3.53389 4.42414 0.09
H -3.03367 -3.37161 5.36206 0.03
H -3.67053 -1.94560 4.58601 0.07
H -0.89990 -2.87758 2.63736 0.10
C 1.13648 -1.26802 -2.56851 -1.02
Cl 1.47720 0.40498 -3.02424 0.52
Cl 0.60299 -1.36872 -0.87900 0.55
H 0.34550 -1.64792 -3.20464 0.03
H 2.03085 -1.86146 -2.71693 -0.08
C 3.50815 -2.27506 -5.78778 -1.00
Cl 3.95192 -2.12200 -4.08299 0.54
Cl 2.31936 -3.55963 -6.04246 0.51
H 3.07571 -1.33043 -6.10179 -0.08
H 4.39737 -2.50176 -6.36416 0.03
C 5.10950 3.37401 1.17881 -1.00
Cl 4.35540 2.84047 -0.34460 0.52
Cl 4.47934 4.90068 1.80404 0.52
H 4.93404 2.60776 1.92663 0.02
H 6.17622 3.49484 1.00869 -0.09
C 8.92908 3.41862 3.07706 -0.99
Cl 7.77410 4.01529 4.27252 0.51
Cl 8.38174 3.74381 1.42544 0.57
H 9.88043 3.91319 3.22979 0.03
H 9.03762 2.34813 3.20101 0.03
C 3.61596 7.42837 -1.72338 -1.02
Cl 4.58032 8.11412 -3.03700 0.51
Cl 3.86428 5.68699 -1.55938 0.48
H 3.90467 7.90722 -0.79491 0.02
H 2.56847 7.61309 -1.92957 0.02
C -8.28029 -2.36276 1.21814 -1.05
Cl -9.94387 -2.82953 1.57448 0.54
Cl -7.66358 -3.17152 -0.22438 0.53
H -8.25073 -1.29061 1.05455 0.01
H -7.65156 -2.63384 2.05992 0.01
C 2.89754 1.11749 -8.46925 -1.03
Cl 3.25485 2.81062 -8.80380 0.52
Cl 2.45571 0.87952 -6.76604 0.56
H 2.06498 0.80981 -9.08571 -0.06
H 3.77365 0.52108 -8.69457 0.03
C -0.36321 -4.57654 6.55583 -1.03
Cl -1.94022 -5.15463 7.12817 0.53
Cl 0.17568 -5.48684 5.13446 0.50
H -0.45505 -3.52830 6.29304 0.02
H 0.37003 -4.70553 7.34122 -0.07
C 2.56984 1.74371 -12.79455 -1.02
Cl 3.91572 1.30824 -13.85807 0.56
Cl 2.13674 0.41520 -11.71236 0.53
H 2.86044 2.60147 -12.19756 0.02
H 1.70504 1.98424 -13.40070 -0.07
C -7.00652 3.57676 -1.19776 -1.01
Cl -8.50185 3.44632 -0.24267 0.52
Cl -6.60331 5.25406 -1.54426 0.54
H -6.19155 3.13176 -0.63645 0.01
H -7.14823 3.04683 -2.13204 0.03
C -0.52450 2.87498 -8.54328 -0.99
Cl -2.22947 2.40400 -8.50629 0.54
Cl 0.19241 2.62667 -10.14040 0.50
H -0.44683 3.92419 -8.28492 0.03
H 0.01766 2.27269 -7.82303 0.00
C -12.46414 -1.97718 -1.38462 -1.04
Cl -11.82204 -0.40542 -1.88687 0.48
Cl -13.04034 -2.91829 -2.76180 0.51
H -11.67540 -2.53036 -0.88926 -0.02
H -13.29034 -1.81290 -0.70346 0.03
C -0.64767 2.25087 -15.45660 -1.01
Cl -0.51456 2.80298 -13.77678 0.53
Cl -2.33003 2.12869 -15.97008 0.52
H -0.13745 2.96119 -16.09584 0.03
H -0.18588 1.27380 -15.53808 0.03
C 2.00058 -7.35476 8.83050 -0.99
Cl 0.68620 -6.79592 9.87544 0.53
Cl 2.48676 -6.10183 7.68508 0.48
H 2.85108 -7.61692 9.44565 0.01
H 1.65982 -8.21628 8.27094 0.00
C 5.25850 -10.18100 7.90395 -1.02
Cl 5.70008 -9.05486 9.19272 0.52
Cl 3.55103 -10.65167 7.96267 0.50
H 5.45228 -9.70864 6.94841 -0.01
H 5.86154 -11.07443 8.00972 0.03
C 4.47307 -5.53258 -1.83472 -1.01
Cl 3.75247 -5.91030 -3.40184 0.50
Cl 3.81432 -4.03487 -1.15668 0.48
H 4.26370 -6.34561 -1.15077 0.02
H 5.54144 -5.41399 -1.96203 0.03
C 6.22627 2.88683 -16.13853 -1.05
Cl 6.90766 4.50567 -15.94081 0.50
Cl 5.73423 2.58524 -17.80941 0.50
H 6.97596 2.15634 -15.85861 0.03
H 5.35811 2.79488 -15.49892 -0.05
C -4.97553 4.98261 -7.62801 -1.03
Cl -4.57881 6.67780 -7.92462 0.51
Cl -5.34998 4.68652 -5.92285 0.48
H -5.83976 4.71704 -8.22447 0.03
H -4.12361 4.37387 -7.90389 -0.04
C 3.81976 -3.16070 8.30931 -0.97
Cl 2.90186 -3.61360 6.86890 0.52
Cl 4.12533 -1.42582 8.39139 0.56
H 3.25009 -3.45440 9.18274 0.03
H 4.76839 -3.68249 8.28942 0.03
C 3.28513 -7.93977 3.93221 -1.01
Cl 4.54454 -8.66464 2.92322 0.51
Cl 3.29099 -8.60716 5.56544 0.52
H 3.46010 -6.87930 3.99177 0.02
H 2.32046 -8.13566 3.48372 0.02